(1)
A cluster of 13 separate species, C42H107BN7O25 in total in a non-equilibrium geometry, computed with ωB97M-V with the def2-TZVPD basis set.

CARTESIAN COORDINATES (ANGSTROEM)
O -17.6418 20.8067 9.7041
C -18.5907 20.0631 9.6343
O -19.7812 20.2473 10.1086
B -20.7170 19.2044 9.5774
O -19.7580 18.1538 9.1332
C -18.5230 18.6162 9.1381
O -17.5755 18.0482 8.6646
O -21.4530 19.8228 8.4542
C -22.7519 19.6785 8.6095
O -23.5964 19.9631 7.8130
C -22.9671 18.8862 9.9115
O -21.7835 18.7143 10.4649
O -24.0270 18.5556 10.3658
C -21.6786 13.2018 11.9412
C -22.6310 14.4148 12.2843
C -22.9688 15.1216 10.9783
O -21.7673 15.4550 10.3171
C -21.8369 15.5604 8.9162
N -23.8298 13.8639 12.9140
H -21.5557 12.6136 12.8521
H -20.6533 13.3886 11.6213
H -22.1274 12.7431 11.0570
H -21.9945 14.9075 13.0267
H -23.5158 16.0576 11.1502
H -23.6144 14.4844 10.3645
H -20.8721 15.5471 8.4171
H -22.3287 16.5089 8.6584
H -22.4791 14.7447 8.5598
H -24.2714 14.6567 13.3729
H -23.5655 13.2263 13.6557
C -24.5302 22.0514 3.8768
C -24.4678 21.8209 5.3897
C -25.7662 21.1419 5.8140
O -26.8268 22.0931 5.6473
C -27.9861 21.6726 6.3009
N -23.3151 20.9581 5.7172
H -23.5822 22.5362 3.6209
H -25.2845 22.7963 3.6129
H -24.7422 21.1991 3.2340
H -24.2340 22.7793 5.8595
H -25.7248 20.8921 6.8799
H -25.9597 20.2475 5.2198
H -28.2835 20.6603 6.0158
H -28.7886 22.4039 6.1745
H -27.8969 21.7467 7.3952
H -22.4750 21.4662 5.4615
H -23.2476 20.8380 6.7241
C -21.1062 19.2661 15.8944
C -22.0833 19.8563 14.8929
C -22.6326 21.2252 15.2974
O -23.8010 21.0932 16.1159
C -24.9463 20.7559 15.3659
N -21.5411 19.9382 13.5463
H -20.3945 20.0438 16.1738
H -20.5824 18.3963 15.5041
H -21.7530 19.0174 16.7373
H -22.9851 19.2257 14.9067
H -22.8718 21.9637 14.5263
H -21.9756 21.7444 16.0022
H -25.6101 20.1839 16.0116
H -24.7295 20.1528 14.4780
H -25.4324 21.6603 14.9853
H -21.0314 19.0922 13.3277
H -22.2024 20.1251 12.8070
C -25.0409 21.0431 11.6294
C -26.1621 20.2143 10.9065
C -27.5715 20.6041 11.2636
O -28.6186 19.7798 10.7874
C -29.0752 20.1255 9.5092
N -25.7931 20.2052 9.4869
H -24.9281 21.9149 10.9772
H -24.0394 20.6381 11.7700
H -25.3020 21.4815 12.5964
H -25.9296 19.1872 11.2286
H -27.7625 21.6830 11.2751
H -27.5479 20.4693 12.3527
H -28.3178 19.9848 8.7277
H -29.2318 21.1973 9.3095
H -30.0106 19.6325 9.2626
H -26.4856 19.7561 8.8999
H -24.9782 19.5969 9.4808
C -13.9000 16.6335 8.4649
C -14.8370 15.8347 7.5708
C -14.1620 14.5041 7.1028
O -13.1245 14.7243 6.1446
C -13.4821 15.5347 5.0415
N -16.1084 15.5847 8.2317
H -13.0326 17.0763 7.9661
H -13.5797 16.1673 9.3964
H -14.4938 17.5123 8.7402
H -15.1902 16.4044 6.7097
H -14.8751 13.8522 6.5840
H -13.7381 13.9362 7.9291
H -13.7376 16.5616 5.2958
H -14.3472 15.0705 4.5476
H -12.6570 15.4414 4.3386
H -16.6241 16.4438 8.4027
H -15.9882 15.1403 9.1343
C -23.8661 13.9324 5.2592
C -25.3283 14.2587 5.6353
C -25.8197 15.5806 4.9706
O -24.9665 16.6282 5.3431
C -25.0539 17.0355 6.6971
N -26.1249 13.1357 5.1315
H -23.6317 12.8842 5.4534
H -23.2737 14.4846 5.9935
H -23.5684 14.1766 4.2427
H -25.3827 14.2484 6.7302
H -26.8917 15.7977 5.0582
H -25.7577 15.4043 3.8937
H -24.0993 16.8921 7.2142
H -25.9466 16.7271 7.2355
H -25.0443 18.1297 6.6301
H -26.9829 13.0584 5.6636
H -25.6240 12.2650 5.1156
C -17.7018 24.1593 10.6456
C -18.4988 24.0114 11.9437
C -19.8582 23.3531 11.7354
O -20.6811 24.0802 10.8585
C -21.9579 23.4691 10.7827
N -17.6741 23.4632 13.0258
H -16.7707 24.7191 10.7814
H -18.2360 24.7005 9.8626
H -17.4146 23.1717 10.2791
H -18.7313 25.0265 12.2861
H -20.2141 23.3520 12.7761
H -19.7751 22.3131 11.4097
H -21.8325 22.5387 10.2128
H -22.6410 24.0698 10.1836
H -22.3278 23.3079 11.7982
H -16.8123 24.0024 12.9965
H -17.3092 22.5455 12.7683
C -16.6091 20.7816 6.3881
C -16.7561 20.0108 5.0928
O -17.5546 20.7916 4.1587
O -15.9272 20.0357 7.3669
H -17.5862 21.0088 6.8294
H -16.0811 21.7174 6.1614
H -17.3031 19.0766 5.2207
H -15.7987 19.8570 4.5924
H -16.9527 21.1369 3.4984
H -16.1830 20.2579 8.2671
C -18.1304 16.1781 11.2314
C -19.2669 16.1100 12.2342
O -19.8407 17.4015 12.3283
O -17.1799 15.1111 11.2928
H -17.5109 17.0583 11.4023
H -18.6203 16.1294 10.2540
H -18.9755 15.7650 13.2274
H -19.9306 15.3278 11.8634
H -20.3416 17.7804 11.6015
H -17.6932 14.2968 11.2042
C -20.6992 20.3010 5.5452
C -20.9140 21.6374 4.8503
O -21.6049 21.3914 3.6173
O -20.0429 19.3932 4.6822
H -21.6508 19.7995 5.7132
H -20.1295 20.5078 6.4546
H -19.9760 22.1719 4.6496
H -21.5495 22.3776 5.3583
H -21.7133 22.2433 3.1878
H -19.1191 19.6476 4.5586
C -19.0184 16.0658 6.3801
C -18.0820 15.8780 5.2079
O -18.1942 16.9297 4.2478
O -20.3646 16.1994 5.8593
H -18.7496 16.9316 6.9870
H -19.1534 15.1891 7.0158
H -18.3416 14.9579 4.6695
H -17.0269 15.7382 5.4719
H -17.6848 16.6883 3.4729
H -20.4996 17.1561 5.8187
C -26.7417 16.1373 9.9502
C -27.8052 15.9522 11.0187
O -28.8610 16.8740 10.8365
O -26.4247 17.4838 9.6571
H -27.1548 15.6824 9.0393
H -25.8130 15.5728 10.0748
H -27.3259 16.1402 11.9881
H -28.1918 14.9365 11.0011
H -28.4894 17.7619 10.7703
H -25.5118 17.7148 9.9055

net charge	-1
LUMO energy	0.055	Ha
orbital gap	7.56	eV
F_max	3.3	eV/Å
highest occupied orbital energy	-6.0625	eV
calculated total energy	-107581.289	eV

Atom charges from the Löwdin analysis, given in e for atoms 1 to 2:
1 O 0.14
2 C -0.38



(2)
An isolated molecule of C16H16FN5O2 in a non-equilibrium geometry, computed with ωB97M-V with the def2-TZVPD basis set.

CARTESIAN COORDINATES (ANGSTROEM)
C -3.9758 -2.3760 0.6462
C -2.5122 -2.3024 1.0653
C -1.5460 -2.7073 -0.0472
C -1.5551 -1.7487 -1.2475
C -1.1002 -0.3906 -0.8248
N -2.0213 0.5313 -0.6097
C -1.6527 1.7518 -0.1976
C -2.6899 2.7980 0.0380
N -3.9422 2.3567 -0.1594
O -2.3900 3.9271 0.3793
C -0.3132 2.0131 0.0057
N 0.4257 3.0944 0.3897
C 1.7646 2.7725 0.4005
O 2.6882 3.4876 0.6832
N 1.8452 1.4225 0.0147
C 3.0410 0.6835 -0.0445
C 4.1674 1.2089 -0.6650
C 5.3373 0.4733 -0.7219
C 5.3939 -0.7961 -0.1714
C 4.2837 -1.3282 0.4608
C 3.1223 -0.5830 0.5301
F 2.0671 -1.0887 1.1964
C 0.5880 0.9477 -0.2358
N 0.2196 -0.2348 -0.6644
H -4.1926 -1.6494 -0.1320
H -4.2156 -3.3690 0.2715
H -4.6217 -2.1655 1.4955
H -2.2812 -1.2873 1.3939
H -2.3526 -2.9686 1.9162
H -1.8008 -3.7088 -0.4001
H -0.5319 -2.7341 0.3555
H -0.8631 -2.1275 -1.9999
H -2.5543 -1.6788 -1.6735
H -4.7285 2.9698 -0.0306
H -4.0673 1.3983 -0.4419
H 0.0290 3.9926 0.6234
H 4.1175 2.1998 -1.0865
H 6.2065 0.8935 -1.2030
H 6.3051 -1.3714 -0.2239
H 4.3062 -2.3064 0.9145

net charge	0
LUMO energy	0.002	Ha
orbital gap	8.81	eV
F_max	1.1	eV/Å
highest occupied orbital energy	-8.7637	eV
calculated total energy	-31117.284	eV
ΔE to the lowest compared entry with this formula, charge and spin	0.00	kJ/mol

Atom charges from the natural (NBO) analysis, given in e for atoms 1 to 2:
1 C -0.61
2 C -0.40



(3)
A cluster of 3 separate species, C25H46BClF5NO10S in total in a non-equilibrium geometry, computed with ωB97M-V with the def2-TZVPD basis set.

CARTESIAN COORDINATES (ANGSTROEM)
C 3.4530 2.7388 1.5116
C 3.5551 1.8242 0.2739
C 2.2117 1.4865 -0.4192
C 1.7145 0.0730 -0.0673
C 1.7248 -0.0885 1.4661
C 0.3726 -0.3083 -0.7924
C 0.4533 -1.7496 -1.3184
C 0.7888 -2.8229 -0.2635
C 2.2290 -3.3694 -0.3207
C 2.8641 -3.5975 1.0477
N 2.1748 -4.5808 1.8872
O 0.2713 0.6111 -1.8975
C -0.5743 0.3079 -2.9525
O 0.1463 -0.3992 -3.9721
B -0.5887 -1.0498 -4.9287
O -0.2210 -0.9069 -6.2571
O -1.7402 -1.7694 -4.6001
C -0.8658 -0.1010 0.1097
C -1.3904 1.3373 0.0593
C -2.2026 1.6288 1.2877
O -1.7558 1.8163 2.3857
Cl -3.9621 1.6294 1.0431
O -1.9475 -0.9591 -0.3263
C -2.5892 -1.6712 0.6768
S -4.0756 -2.3755 -0.0329
O -4.8463 -2.9736 1.0230
O -4.6755 -1.4275 -0.9288
C -3.4151 -3.7450 -1.1095
F -2.2137 -4.1524 -0.6330
F -3.2473 -3.2688 -2.3536
C -4.3656 -4.9677 -1.1530
F -5.6148 -4.5859 -1.3931
F -3.9628 -5.7805 -2.1354
F -4.3114 -5.6308 -0.0036
H 2.4481 3.1099 1.6952
H 4.1588 3.5629 1.4221
H 3.7591 2.1923 2.4053
H 4.1734 2.3328 -0.4682
H 4.0981 0.9071 0.5125
H 2.3814 1.5490 -1.4904
H 1.4750 2.2331 -0.1214
H 2.4764 -0.5935 -0.4807
H 1.0209 -0.8184 1.8540
H 1.4791 0.8611 1.9465
H 2.7116 -0.3885 1.8156
H 1.2242 -1.7361 -2.0884
H -0.4942 -2.0204 -1.7759
H 0.5427 -2.5013 0.7509
H 0.1286 -3.6679 -0.4606
H 2.8689 -2.7167 -0.9195
H 2.2263 -4.3359 -0.8331
H 3.8763 -3.9768 0.8949
H 2.9425 -2.6652 1.6093
H 1.1725 -4.4605 1.8669
H 2.4068 -5.5245 1.6167
H -1.4501 -0.2710 -2.6537
H -0.9124 1.2548 -3.3745
H -0.0119 -1.7486 -6.6700
H -1.5702 -2.6338 -4.2188
H -0.6587 -0.3374 1.1497
H -2.0072 1.4526 -0.8321
H -0.5843 2.0673 0.0278
H -1.9778 -2.4855 1.0829
H -2.9834 -1.0813 1.5123
C -4.8396 1.5273 -4.1726
C -3.7737 2.3860 -4.8523
C -2.9667 2.8782 -3.6581
O -3.0432 1.8427 -2.6756
C -4.0485 0.8867 -3.0413
H -5.2950 0.7909 -4.8322
H -5.6318 2.1616 -3.7688
H -3.1506 1.7672 -5.5021
H -4.1799 3.2022 -5.4475
H -3.3938 3.7947 -3.2379
H -1.9184 3.0659 -3.8986
H -3.5552 -0.0343 -3.3722
H -4.6503 0.6539 -2.1642
C 4.9863 3.3237 6.5211
C 3.6700 3.7872 7.1412
C 2.9415 4.3491 5.9274
O 3.3844 3.5845 4.8045
C 4.5193 2.7986 5.1698
H 5.5077 2.5691 7.1078
H 5.6575 4.1744 6.3849
H 3.1248 2.9329 7.5481
H 3.7927 4.5219 7.9353
H 3.1990 5.4007 5.7615
H 1.8570 4.2674 6.0046
H 4.2143 1.7480 5.2373
H 5.2783 2.8882 4.3915

net charge	0
LUMO energy	0.005	Ha
orbital gap	9.54	eV
F_max	1.4	eV/Å
highest occupied orbital energy	-9.3906	eV
calculated total energy	-86258.967	eV

Atom charges from the Löwdin analysis, given in e for atoms 1 to 2:
1 C -0.10
2 C -0.23



(4)
An isolated molecule of C18H25FN2O, computed with ωB97M-V with the def2-TZVPD basis set.

CARTESIAN COORDINATES (ANGSTROEM)
C -0.7043 -4.0112 0.7679
C -0.6491 -2.5134 0.4975
C -2.0464 -1.8808 0.5361
N -1.9634 -0.4559 0.2894
C -2.5899 0.4611 1.2229
C -4.0405 0.8321 0.8202
C -4.5935 -0.1625 -0.1963
C -3.7137 -0.1981 -1.4509
C -2.2215 -0.0268 -1.0721
C -1.7605 1.4427 -1.2130
C -0.9038 1.8769 -0.0212
N 0.3140 1.0975 0.0121
C 1.5402 1.6451 -0.0147
O 1.7500 2.8437 -0.0392
C 2.6709 0.6577 0.0247
C 3.8061 0.9833 0.7611
C 4.8881 0.1252 0.8223
C 4.8628 -1.0740 0.1288
C 3.7571 -1.4096 -0.6326
C 2.6807 -0.5432 -0.6741
F 1.6227 -0.8892 -1.4461
C -1.6831 1.7075 1.2934
H -1.3192 -4.5107 0.0222
H -1.1303 -4.2082 1.7497
H 0.2931 -4.4426 0.7341
H -0.0192 -2.0288 1.2476
H -0.2056 -2.3383 -0.4836
H -2.4827 -2.0579 1.5235
H -2.6788 -2.3906 -0.2017
H -2.6085 -0.0201 2.2052
H -4.0692 1.8314 0.3848
H -4.6752 0.8449 1.7077
H -5.6151 0.1115 -0.4666
H -4.6337 -1.1530 0.2611
H -4.0054 0.5987 -2.1363
H -3.8663 -1.1439 -1.9740
H -1.6100 -0.6504 -1.7321
H -2.6185 2.1110 -1.2755
H -1.1832 1.5608 -2.1304
H -0.5902 2.9192 -0.1402
H 0.1659 0.1009 0.0704
H 3.8156 1.9294 1.2803
H 5.7552 0.3932 1.4062
H 5.7064 -1.7458 0.1706
H 3.7184 -2.3279 -1.1976
H -2.2800 2.5979 1.4907
H -0.9624 1.6057 2.1059

net charge	0
LUMO energy	0.030	Ha
orbital gap	9.08	eV
F_max	0.5	eV/Å
highest occupied orbital energy	-8.2743	eV
calculated total energy	-26817.735	eV
ΔE to the lowest compared entry with this formula, charge and spin	27.23	kJ/mol

Atom charges from the natural (NBO) analysis, given in e for atoms 1 to 2:
1 C -0.61
2 C -0.40



(5)
A cluster of 19 separate species, C12H62N24O19 in total in a non-equilibrium geometry, computed with ωB97M-V with the def2-TZVPD basis set.

CARTESIAN COORDINATES (ANGSTROEM)
O 0.4509 -1.5500 2.5176
H 0.2347 -1.1585 1.6712
H 0.3599 -0.8322 3.1443
O 4.6398 -2.5395 1.0581
H 5.3116 -2.9313 0.5000
H 4.6153 -3.1001 1.8336
O -5.2116 1.0975 -2.4398
H -6.0200 1.4904 -2.1105
H -4.5582 1.7928 -2.3631
O 1.6637 2.4164 -3.2866
H 0.8723 2.8489 -3.6075
H 2.3190 2.5814 -3.9646
O 4.9190 0.0124 0.1440
H 5.6115 -0.3526 -0.4068
H 4.6267 -0.7238 0.6815
O -1.1839 -3.4511 -6.1632
H -1.0522 -3.7460 -5.2621
H -2.1173 -3.2451 -6.2143
O -4.9107 -1.0242 -4.9201
H -4.4368 -0.3630 -4.4156
H -5.5228 -1.4107 -4.2938
C 3.0598 -1.2285 -2.7452
O 2.9640 -1.6198 -3.9121
N 3.4858 -1.9371 -1.8043
N 2.9862 -0.0977 -2.2231
H 3.7627 -2.8739 -2.0607
H 3.6620 -1.6859 -0.8420
H 2.6082 -0.1281 -1.2870
H 2.9048 0.7243 -2.8044
C -0.8322 4.5404 2.5570
O -1.6860 4.7026 3.4275
N -1.1034 4.6975 1.3012
N 0.4381 4.3171 2.6149
H -0.5207 4.0972 0.7354
H -2.0053 5.0117 0.9724
H 0.8316 4.2416 3.5421
H 0.9152 4.6014 1.7713
C 1.6448 -1.3109 6.6684
O 0.5462 -0.8744 6.7485
N 2.4256 -1.0113 5.7474
N 2.1428 -2.1941 7.5393
H 3.3470 -1.4151 5.6571
H 2.0125 -0.4199 5.0405
H 1.4070 -2.6690 8.0424
H 3.0366 -2.5863 7.2797
C -4.1738 -3.5538 1.0554
O -5.3290 -3.0921 0.9550
N -3.2584 -3.2417 1.8434
N -3.8487 -4.6620 0.4449
H -2.3158 -3.5662 2.0060
H -3.7062 -2.5156 2.3840
H -2.9278 -5.0402 0.6156
H -4.5294 -5.1471 -0.1221
C -0.3318 -0.0418 -0.5971
O -0.6870 -1.1099 -0.1317
N 0.3307 0.8601 0.0902
N -0.5486 0.3812 -1.8690
H 0.8905 0.5967 0.8885
H 0.4542 1.7379 -0.3938
H -0.9573 -0.3502 -2.4330
H -0.1368 1.2427 -2.1982
C 2.4300 4.0530 -0.5096
O 1.3091 4.5099 -0.3457
N 2.9878 2.9809 0.0413
N 3.3033 4.5683 -1.2172
H 2.3989 2.3252 0.5345
H 3.7922 2.5393 -0.3806
H 4.1312 4.0364 -1.4447
H 3.0603 5.4258 -1.6923
C -2.2011 1.2222 3.3847
O -1.0630 1.5485 3.6266
N -2.5913 0.9234 2.2013
N -3.1571 1.2199 4.2594
H -1.8362 0.9289 1.5306
H -3.6009 0.9184 2.1728
H -2.8357 1.2047 5.2168
H -3.9853 0.7820 3.8819
C -1.5959 3.7948 -3.0913
O -0.9350 3.0100 -3.7472
N -2.8376 4.0768 -3.2619
N -1.1302 4.5047 -2.2137
H -3.2259 4.7290 -2.5956
H -3.3252 3.5629 -3.9817
H -1.7869 5.0572 -1.6811
H -0.1678 4.6182 -1.9291
C -0.4431 -5.2051 2.6370
O -0.8508 -6.3096 2.6487
N 0.0086 -4.5485 3.6468
N -0.5774 -4.4818 1.6283
H 0.1065 -5.0514 4.5173
H 0.2789 -3.5833 3.5223
H -0.8997 -4.9261 0.7805
H -0.1296 -3.5765 1.6325
C -2.1115 -3.1917 -2.4982
O -2.4542 -3.7143 -3.5573
N -0.9514 -3.3747 -1.8934
N -2.8476 -2.2963 -1.9684
H -0.2981 -4.0912 -2.1760
H -0.6420 -2.7053 -1.2032
H -3.8069 -2.0866 -2.2049
H -2.4617 -1.8196 -1.1660
C 0.1804 0.4550 -6.2458
O 0.3652 -0.0739 -7.3682
N -0.9009 1.0258 -5.8390
N 0.9407 0.1872 -5.1998
H -0.7225 1.7832 -5.1950
H -1.8083 0.9427 -6.2746
H 1.6081 -0.5681 -5.2637
H 0.8260 0.5804 -4.2766
C 2.6779 1.1287 2.8759
O 2.2010 0.6370 1.8668
N 3.9392 1.4379 2.9507
N 1.9280 1.4760 3.8746
H 4.4003 1.6493 3.8241
H 4.5527 1.2968 2.1609
H 2.2378 1.8471 4.7613
H 0.9476 1.4252 3.6372

net charge	0
LUMO energy	-0.029	Ha
orbital gap	7.52	eV
F_max	10.7	eV/Å
highest occupied orbital energy	-8.3255	eV
calculated total energy	-88119.999	eV

Atom charges from the Löwdin analysis, given in e for atoms 1 to 2:
1 O -0.04
2 H -0.01



(6)
A cluster of 2 separate species, C2H5NSi in total in a non-equilibrium geometry, computed with ωB97M-V with the def2-TZVPD basis set.

CARTESIAN COORDINATES (ANGSTROEM)
C -2.1960 0.0015 0.4355
C -1.6934 -1.0633 1.0066
N -2.6751 0.9931 -0.1099
Si 2.6671 0.3254 -0.0220
H -1.9569 -1.0030 2.0984
H -1.4782 -1.9502 0.4673
H -2.2387 1.8764 -0.1448
H 4.0219 1.0026 0.1031
H 2.9669 -0.2866 -1.2509

net charge	0
LUMO energy	-0.039	Ha
orbital gap	7.66	eV
F_max	2.6	eV/Å
highest occupied orbital energy	-8.7234	eV
calculated total energy	-11518.168	eV
ΔE to the lowest compared entry with this formula, charge and spin	350.96	kJ/mol

Atom charges from the natural (NBO) analysis, given in e for atoms 1 to 2:
1 C 0.46
2 C -0.68